C5H7NO | ωB97M-V/def2-TZVPD

Geometry as XYZ:
```
14
Properties=species:S:1:pos:R:3
O 1.58 -1.62 0.50
C 0.49 -1.20 0.17
C -0.59 -0.77 1.15
C -0.79 0.72 0.96
C -0.40 1.32 -0.16
C 0.38 0.59 -1.21
N 0.15 -0.88 -1.17
H -0.22 -0.99 2.15
H -1.53 -1.33 1.00
H -1.16 1.30 1.80
H -0.50 2.39 -0.29
H 1.44 0.75 -0.97
H 0.21 0.98 -2.22
H 0.93 -1.27 -1.72
```

Its SMILES is O=C1CC=CCN1. The calculation puts the HOMO-LUMO gap at 10.38 eV. Its HOMO energy is -9.4 eV. The total charge is 0.

***

C22H28AsAuClIN6O | ωB97M-V/def2-TZVPD

Geometry as XYZ:
```
61
Properties=species:S:1:pos:R:3
Au 0.12 -0.22 0.89
Cl -3.26 6.03 2.72
C -2.23 4.89 2.02
C -1.15 5.33 1.26
C -0.28 4.44 0.69
I 1.31 5.11 -0.45
C -0.43 3.01 0.87
O 0.39 2.20 0.40
C -1.61 2.56 1.63
N -1.80 1.23 1.72
C -2.85 0.78 2.40
C -3.76 1.63 3.03
C -3.58 2.98 2.93
C -2.49 3.48 2.21
H -1.01 6.40 1.13
H -2.97 -0.30 2.43
H -4.60 1.21 3.57
H -4.28 3.67 3.40
C 0.62 -5.08 0.45
N 0.42 -4.54 1.79
C 0.34 -5.46 2.93
C 0.34 -3.20 1.93
N 0.58 -2.36 0.98
N -0.05 -2.77 3.20
C 0.13 -1.52 3.78
N -0.02 -1.52 5.12
N 0.37 -0.46 3.08
H 0.47 -6.15 0.48
H 1.63 -4.88 0.09
H -0.11 -4.66 -0.24
H -0.68 -5.57 3.30
H 1.00 -5.14 3.74
H 0.68 -6.43 2.61
H 0.93 -2.79 0.13
H -0.38 -3.48 3.82
H 0.02 -2.37 5.65
H 0.10 -0.67 5.63
H 0.52 0.37 3.64
C 0.81 -1.79 -2.40
As 0.68 -0.08 -1.50
C 2.51 0.54 -1.50
C -0.29 1.07 -2.76
C 0.48 1.27 -4.03
C 1.42 2.29 -4.13
C 2.14 2.47 -5.30
C 1.94 1.63 -6.38
C 0.99 0.62 -6.30
C 0.27 0.44 -5.13
H 1.02 -1.61 -3.45
H -0.12 -2.35 -2.31
H 1.64 -2.36 -1.98
H 2.90 0.56 -2.51
H 3.10 -0.16 -0.89
H 2.56 1.53 -1.05
H -0.47 2.00 -2.23
H -1.25 0.58 -2.93
H 1.57 2.95 -3.28
H 2.87 3.27 -5.37
H 2.50 1.77 -7.30
H 0.81 -0.03 -7.15
H -0.49 -0.34 -5.08
```

Its multiplicity is 3. The calculation puts the HOMO-LUMO gap (spin up / spin down) at 7.51 / 5.89 eV. Its HOMO energy (spin up / spin down) is -13.1 / -13.4 eV. The total charge is +2.

***

C22H50HgP2Si2 | ωB97M-V/def2-TZVPD

Geometry as XYZ:
```
77
Properties=species:S:1:pos:R:3
P 1.05 -1.24 -2.70
P 2.02 1.52 -1.76
C 1.14 0.12 -3.96
C 2.16 1.18 -3.57
H 0.12 0.51 -4.03
H 1.37 -0.37 -4.92
H 3.19 0.85 -3.77
H 1.98 2.13 -4.10
C 0.37 2.28 -1.67
H 0.21 2.65 -0.65
H -0.43 1.57 -1.92
H 0.33 3.13 -2.38
C 3.15 2.90 -1.54
H 2.92 3.70 -2.26
H 4.19 2.58 -1.69
H 3.06 3.32 -0.53
C -0.29 -2.15 -3.54
H -0.46 -3.12 -3.06
H -0.01 -2.32 -4.59
H -1.25 -1.61 -3.55
C 2.42 -2.42 -3.02
H 3.23 -2.25 -2.31
H 2.79 -2.32 -4.04
H 2.03 -3.43 -2.86
Hg 1.84 -0.43 -0.67
C -3.01 -1.62 -1.85
C -3.62 -2.03 -2.97
C -4.26 -3.35 -3.21
C -3.88 -4.41 -2.15
C -2.43 -4.76 -2.18
C -1.46 -4.30 -1.38
C -1.54 -3.20 -0.39
C -2.76 -2.26 -0.52
C 2.31 -1.44 1.15
H -2.56 -0.60 -1.85
H -3.65 -1.37 -3.84
H -4.01 -3.71 -4.22
H -5.36 -3.22 -3.18
H -4.19 -4.08 -1.15
H -4.47 -5.31 -2.37
H -2.20 -5.47 -2.97
H -0.51 -4.85 -1.43
H -0.60 -2.62 -0.44
H -1.55 -3.63 0.63
H -3.65 -2.75 -0.13
H -2.57 -1.43 0.17
H 2.71 -0.73 1.88
H 3.06 -2.17 0.84
H 1.40 -1.91 1.55
C -0.88 -0.12 3.63
Si 0.64 0.84 4.23
C 0.12 1.82 5.77
C 1.92 -0.43 4.79
C 1.30 1.95 2.89
Si 0.55 3.61 2.58
C 0.79 4.79 4.03
C 1.32 4.52 1.12
C -1.30 3.40 2.23
H -1.74 0.03 4.31
H -0.67 -1.20 3.59
H -1.17 0.21 2.63
H 0.13 1.15 6.64
H 0.80 2.66 5.98
H -0.90 2.22 5.68
H 1.61 -1.45 4.52
H 2.90 -0.23 4.34
H 2.03 -0.40 5.88
H 2.24 1.66 2.39
H 1.76 4.63 4.51
H 0.78 5.83 3.65
H 0.01 4.70 4.78
H 0.72 4.46 0.21
H 1.45 5.59 1.36
H 2.33 4.13 0.91
H -1.51 2.44 1.72
H -1.90 3.43 3.16
H -1.67 4.21 1.58
```

The calculation puts the HOMO-LUMO gap (spin up / spin down) at 4.18 / 4.18 eV. Its HOMO energy (spin up / spin down) is -4.6 / -4.6 eV. The total charge is 0.

***

C6H9N | ωB97M-V/def2-TZVPD

Geometry as XYZ:
```
16
Properties=species:S:1:pos:R:3
C -1.76 -0.24 -1.16
C -0.42 -0.03 -0.45
C -0.49 -0.30 1.03
C 0.32 -1.33 1.65
N 0.78 -0.18 1.86
C 0.56 0.95 -0.99
C 0.87 -0.29 -1.16
H -2.11 -1.27 -1.04
H -1.66 -0.03 -2.22
H -2.53 0.42 -0.75
H -1.39 0.03 1.54
H 0.59 -2.35 1.87
H 0.80 1.99 -1.14
H 1.55 -1.03 -1.53
H 2.67 2.14 1.12
H 2.26 1.59 1.42
```

Its SMILES is CC1([C@H]2C=N2)C=C1.[H][H]. The calculation puts the HOMO-LUMO gap at 10.58 eV. Its HOMO energy is -9.5 eV. The total charge is 0.

***

C8H13Cl3IN3O4RhSSi | ωB97M-V/def2-TZVPD

Geometry as XYZ:
```
35
Properties=species:S:1:pos:R:3
Rh 0.91 -0.47 -0.40
N -0.51 -3.03 1.71
C 0.27 -2.17 2.32
O 0.75 -1.16 1.80
C 0.71 -2.44 3.75
I -0.55 -3.75 4.89
H -0.81 -2.91 0.73
H -0.87 -3.84 2.19
H 0.79 -1.50 4.30
H 1.69 -2.90 3.70
Cl 3.16 0.53 -0.15
Si 2.93 -1.81 -0.90
Cl 3.51 -2.75 0.82
Cl 4.50 -1.87 -2.16
N -0.46 1.94 1.22
C -0.13 2.51 0.05
C -0.38 3.87 -0.22
C 0.04 4.42 -1.40
C 0.71 3.62 -2.33
C 0.92 2.30 -2.02
N 0.52 1.78 -0.86
H -1.05 2.44 1.86
H -0.48 0.93 1.26
H -0.91 4.45 0.53
H -0.13 5.47 -1.61
H 1.06 4.03 -3.27
H 1.45 1.62 -2.68
C -3.02 -0.97 -2.08
S -1.50 -1.39 -1.25
O -0.38 -1.04 -2.16
O -1.49 -2.78 -0.85
O -1.40 -0.50 -0.06
H -3.16 -1.64 -2.91
H -2.88 0.05 -2.43
H -3.84 -1.04 -1.38
```

Its multiplicity is 5. The calculation puts the HOMO-LUMO gap (spin up / spin down) at 8.60 / 5.03 eV. Its HOMO energy (spin up / spin down) is -11.8 / -11.8 eV. The total charge is +1.